{"formula": "C41H38IIrN6O6S", "method": "ωB97M-V/def2-TZVPD", "total_charge": 0, "max_force_ha_per_bohr": 0.0162, "multiplicity": 5, "lumo_ev": [0.481, -2.057], "total_energy_ev": -86128.29052, "homo_lumo_gap_ev": [6.90, 5.27], "de_lowest_kcal_mol": 30.5, "homo_ev": [-6.42, -7.33], "elements": ["Ir", "C", "C", "N", "C", "C", "C", "O", "C", "C", "N", "C", "C", "C", "C", "C", "C", "I", "C", "O", "H", "H", "H", "H", "H", "H", "H", "H", "H", "H", "H", "H", "O", "N", "C", "C", "C", "C", "C", "S", "H", "H", "H", "H", "C", "O", "C", "C", "C", "C", "C", "C", "N", "C", "N", "C", "C", "C", "C", "C", "C", "O", "C", "N", "C", "C", "C", "C", "C", "C", "O", "C", "H", "H", "H", "H", "H", "H", "H", "H", "H", "H", "H", "H", "H", "H", "H", "H", "H", "H", "H", "H", "H", "H"], "xyz": [[-0.233, -0.102, 0.405], [1.595, 3.608, 2.810], [0.110, 3.559, 2.597], [-0.652, 4.398, 3.271], [-1.992, 4.288, 3.143], [-2.620, 3.376, 2.336], [-4.118, 3.323, 2.264], [-4.648, 2.033, 2.573], [-1.818, 2.506, 1.561], [-2.368, 1.532, 0.688], [-1.659, 1.210, -0.497], [-2.245, 1.559, -1.685], [-3.592, 2.014, -1.709], [-4.210, 2.421, -2.867], [-3.518, 2.393, -4.073], [-2.191, 1.988, -4.087], [-1.549, 1.597, -2.923], [0.501, 1.341, -3.083], [-0.423, 2.581, 1.722], [0.409, 1.694, 1.189], [1.820, 4.286, 3.630], [2.113, 3.950, 1.909], [1.973, 2.609, 3.039], [-2.582, 4.987, 3.728], [-4.467, 3.539, 1.252], [-4.533, 4.087, 2.927], [-4.222, 1.719, 3.379], [-3.373, 1.164, 0.830], [-4.151, 2.035, -0.786], [-5.238, 2.759, -2.830], [-3.995, 2.712, -4.992], [-1.629, 2.008, -5.010], [-2.438, -2.091, 1.645], [-1.795, -2.519, 2.706], [-1.828, -3.843, 2.989], [-1.195, -4.368, 4.081], [-0.506, -3.503, 4.929], [-0.473, -2.163, 4.632], [-1.107, -1.639, 3.492], [-1.078, 0.022, 3.077], [-2.408, -4.434, 2.295], [-1.248, -5.432, 4.264], [0.001, -3.882, 5.807], [0.058, -1.459, 5.256], [-1.223, -3.936, -4.287], [-1.039, -2.678, -3.646], [-2.219, -2.086, -3.269], [-3.049, -1.501, -4.212], [-4.264, -0.949, -3.832], [-4.643, -0.965, -2.497], [-3.801, -1.519, -1.546], [-2.589, -2.083, -1.929], [-1.811, -2.742, -0.950], [-0.517, -2.475, -0.706], [0.109, -3.302, 0.155], [1.071, -2.753, 1.052], [1.030, -1.399, 1.390], [1.975, -0.949, 2.316], [2.914, -1.809, 2.862], [2.952, -3.154, 2.496], [2.025, -3.621, 1.581], [1.942, -4.919, 1.155], [3.119, -5.702, 1.277], [0.133, -1.445, -1.264], [1.505, -1.684, -1.579], [1.837, -2.806, -2.325], [3.150, -3.074, -2.685], [4.154, -2.198, -2.307], [3.840, -1.055, -1.582], [2.524, -0.796, -1.226], [2.138, 0.308, -0.538], [3.135, 1.189, -0.032], [-0.233, -4.295, -4.564], [-1.835, -3.840, -5.186], [-1.697, -4.651, -3.609], [-2.734, -1.495, -5.249], [-4.908, -0.502, -4.579], [-5.588, -0.535, -2.189], [-4.067, -1.517, -0.493], [-2.299, -2.907, -0.062], [-0.289, -4.204, 0.363], [1.953, 0.091, 2.618], [3.625, -1.437, 3.589], [3.696, -3.815, 2.918], [2.950, -6.604, 0.694], [3.311, -5.980, 2.316], [3.982, -5.165, 0.879], [1.039, -3.477, -2.620], [3.381, -3.960, -3.262], [5.185, -2.392, -2.577], [4.624, -0.368, -1.296], [2.594, 1.945, 0.527], [3.688, 1.650, -0.853], [3.818, 0.651, 0.628]], "atomic_forces_ev_per_a": [[0.742, 0.056, 0.376], [-0.021, 0.008, -0.020], [0.063, 0.022, -0.015], [-0.149, -0.041, -0.016], [0.209, 0.051, 0.043], [-0.053, 0.019, 0.011], [0.024, -0.122, 0.002], [-0.055, 0.139, 0.041], [0.049, -0.137, -0.213], [-0.205, 0.261, -0.301], [-0.387, -0.342, 0.010], [0.128, 0.233, 0.113], [-0.001, 0.041, -0.025], [0.023, 0.013, 0.009], [0.035, 0.023, 0.018], [-0.107, 0.003, 0.009], [0.080, -0.026, 0.012], [-0.063, 0.033, -0.066], [0.287, -0.095, -0.056], [-0.162, 0.083, 0.231], [-0.006, 0.006, -0.026], [-0.021, -0.005, 0.017], [0.000, 0.033, 0.011], [0.015, -0.017, 0.024], [0.012, 0.008, -0.032], [-0.046, 0.010, 0.021], [0.059, -0.046, -0.039], [0.010, -0.094, 0.009], [0.008, -0.015, 0.004], [0.007, -0.013, -0.011], [0.016, -0.019, 0.012], [-0.010, 0.015, 0.006], [0.218, -0.159, -0.113], [-0.200, 0.068, -0.277], [-0.050, -0.059, -0.024], [0.067, -0.008, 0.065], [0.016, 0.004, 0.077], [0.082, 0.061, -0.100], [-0.088, -0.108, 0.116], [-0.155, -0.249, -0.285], [-0.010, 0.080, -0.028], [-0.004, 0.028, -0.003], [-0.003, 0.021, -0.012], [0.033, -0.018, -0.018], [0.000, 0.030, 0.004], [0.001, -0.066, -0.014], [-0.039, -0.008, -0.080], [-0.069, 0.005, -0.027], [0.027, -0.024, 0.042], [0.040, -0.065, -0.028], [-0.016, 0.043, -0.014], [-0.039, -0.014, 0.072], [-0.372, -0.058, 0.194], [0.397, -0.222, -0.130], [0.061, 0.235, 0.155], [-0.171, -0.023, -0.036], [0.025, 0.104, -0.183], [0.142, -0.031, 0.003], [-0.071, -0.002, -0.047], [0.026, 0.071, -0.023], [0.026, -0.094, 0.128], [0.059, -0.029, -0.082], [-0.071, 0.012, 0.040], [-0.263, 0.356, 0.470], [-0.158, -0.084, -0.052], [0.026, -0.106, -0.013], [-0.012, 0.023, 0.033], [-0.022, 0.022, 0.017], [0.012, -0.045, -0.055], [0.062, 0.047, -0.009], [0.084, 0.216, 0.098], [-0.031, -0.064, -0.069], [0.008, 0.006, -0.005], [0.000, 0.011, -0.015], [-0.008, -0.004, 0.018], [0.002, 0.010, 0.028], [0.017, -0.007, 0.026], [0.026, 0.003, -0.014], [0.013, -0.014, -0.023], [-0.064, -0.002, 0.002], [-0.024, 0.009, 0.013], [-0.006, -0.024, -0.028], [0.002, -0.008, -0.018], [-0.021, 0.010, 0.011], [-0.019, -0.001, -0.001], [-0.003, 0.007, 0.019], [0.015, 0.003, -0.006], [0.062, 0.039, 0.022], [-0.005, 0.011, 0.008], [-0.019, 0.004, -0.003], [-0.005, -0.011, 0.010], [-0.025, -0.005, 0.008], [0.003, -0.004, -0.004], [0.012, -0.008, 0.004]], "mulliken_spin": [1.764, -0.009, 0.013, 0.095, -0.046, 0.043, 0.038, 0.006, 0.033, 0.490, 0.530, 0.009, 0.149, -0.059, 0.150, -0.072, 0.129, 0.016, 0.078, 0.203, 0.000, 0.001, 0.000, -0.002, 0.003, 0.001, 0.000, -0.031, 0.005, 0.002, 0.002, 0.003, 0.026, 0.040, -0.013, 0.023, -0.008, 0.011, -0.036, 0.313, 0.000, 0.001, 0.000, -0.003, 0.000, -0.001, 0.009, -0.011, 0.013, -0.006, 0.000, -0.043, 0.008, 0.183, -0.011, 0.005, -0.052, -0.067, 0.000, 0.003, -0.006, -0.001, 0.000, 0.023, -0.012, -0.004, -0.003, 0.008, 0.001, -0.005, 0.032, -0.001, 0.000, 0.000, 0.000, -0.003, 0.012, -0.001, 0.004, 0.021, 0.000, 0.004, 0.000, 0.000, 0.000, 0.000, 0.000, 0.003, 0.000, 0.000, 0.000, 0.000, 0.003, -0.001]}